Density functional theory data (ωB97M-V with the def2-TZVPD basis set) for 9 unconnected molecules or ions with the total composition C26H52Cl10O4 at a distorted geometry.

Atoms and positions in Å:
1 C -1.4252 3.6695 1.0147
2 C -2.0396 5.0797 1.1419
3 C -2.0361 5.2903 2.6588
4 O -0.9852 4.4798 3.1912
5 C -1.1171 3.2468 2.4850
6 H -0.5530 3.6682 0.3911
7 H -2.0611 2.8886 0.6136
8 H -3.0740 5.1355 0.7740
9 H -1.5399 5.8894 0.6150
10 H -2.9555 4.8758 3.0301
11 H -1.7775 6.2630 3.0850
12 H -2.0291 2.6947 2.8478
13 H -0.2703 2.5875 2.6760
14 C -1.8991 -3.1165 -3.1455
15 C -2.6489 -2.2522 -2.1561
16 C -1.9962 -0.8700 -2.3942
17 O -0.6879 -1.1449 -2.9639
18 C -0.4966 -2.5488 -3.0311
19 H -2.2761 -2.9290 -4.1572
20 H -1.9069 -4.2110 -2.9977
21 H -2.4004 -2.6051 -1.1513
22 H -3.7204 -2.1778 -2.3237
23 H -1.8415 -0.2757 -1.4858
24 H -2.5324 -0.2748 -3.1286
25 H -0.0132 -2.9044 -2.1140
26 H 0.1994 -2.8075 -3.8249
27 C 5.4616 2.7368 -2.9204
28 C 4.7656 3.9651 -2.2889
29 C 4.0817 3.4092 -1.0324
30 O 3.9358 2.0346 -1.3049
31 C 5.1017 1.5895 -2.0072
32 H 6.5224 2.9469 -3.0571
33 H 4.9708 2.4861 -3.8855
34 H 4.0684 4.4452 -2.9779
35 H 5.4411 4.7766 -1.9895
36 H 3.1234 3.8108 -0.7738
37 H 4.7121 3.5581 -0.1382
38 H 4.8986 0.6527 -2.5249
39 H 5.8532 1.3434 -1.2506
40 C -2.8511 -4.1057 3.8258
41 C -2.7373 -3.3049 2.5264
42 C -4.2023 -3.0597 2.0966
43 O -4.9572 -4.1563 2.6822
44 C -4.1763 -4.8280 3.6568
45 H -2.7961 -3.4590 4.6944
46 H -1.9926 -4.7790 3.9509
47 H -2.2050 -3.8258 1.7146
48 H -2.2836 -2.3230 2.6862
49 H -4.3009 -2.9660 0.9996
50 H -4.6167 -2.1296 2.5526
51 H -4.2006 -5.8672 3.3624
52 H -4.7225 -4.8313 4.5870
53 Cl -4.5966 0.6177 -0.8530
54 C -4.6243 1.1333 0.8655
55 C -5.1623 2.5621 0.8662
56 Cl -5.2751 3.1014 2.5653
57 H -3.6791 1.0557 1.3950
58 H -5.2750 0.3767 1.3022
59 H -6.1806 2.7078 0.4845
60 H -4.3980 3.1613 0.3678
61 Cl 4.6487 -3.6009 -0.2338
62 C 3.6761 -2.2292 -0.8823
63 C 3.6353 -2.4299 -2.3969
64 Cl 2.5380 -1.1187 -3.1186
65 H 4.2522 -1.3480 -0.6601
66 H 2.6965 -2.3096 -0.4459
67 H 3.1988 -3.3904 -2.6304
68 H 4.6267 -2.3312 -2.8578
69 Cl 3.3648 -5.4085 3.0286
70 C 3.3135 -4.0614 4.1785
71 C 2.7538 -2.8410 3.4160
72 Cl 1.0693 -3.2474 3.0356
73 H 4.3121 -3.8752 4.5223
74 H 2.6147 -4.1901 4.9980
75 H 3.3255 -2.6024 2.5079
76 H 2.7925 -1.9440 4.0450
77 Cl -0.3278 2.4491 -2.1494
78 C 1.1079 1.9591 -3.1994
79 C 0.6265 1.3424 -4.4539
80 Cl -0.3280 2.4664 -5.4731
81 H 1.6450 1.2360 -2.5802
82 H 1.6353 2.8935 -3.3165
83 H 0.0988 0.4062 -4.3277
84 H 1.5303 1.1019 -5.0403
85 Cl -1.0713 -0.0070 1.0018
86 C 0.5059 -0.1932 0.2298
87 C 1.4598 0.8913 0.6115
88 Cl 2.1189 0.5454 2.2237
89 H 0.3320 -0.2388 -0.8482
90 H 0.8902 -1.1749 0.4952
91 H 0.9991 1.8722 0.5516
92 H 2.3398 0.8913 -0.0590

Output
- structure (SMILES) = C1CCOC1.C1CCOC1.C1CCOC1.C1CCOC1.ClCCCl.ClCCCl.ClCCCl.ClCCCl.ClCCCl
- total energy (eV) = -161218.814
- gap between HOMO and LUMO (eV) = 9.620
- E_HOMO (eV) = -9.27

Atom charges from the Löwdin analysis, given in e for atoms 1 to 6: -0.177, -0.141, -0.202, -0.145, -0.208, 0.048

***

Density functional theory data (ωB97M-V with the def2-TZVPD basis set) for a molecular structure, C26H52Cl2N3O5Si2W at a distorted geometry.

Atoms and positions in Å:
1 C -1.4312 -0.5739 -5.6871
2 C -0.7663 -1.2901 -4.5386
3 H -1.7643 -1.3681 -6.3624
4 H -0.7513 0.0770 -6.2454
5 H -2.2963 0.0158 -5.3852
6 C 0.1843 -2.1856 -4.7865
7 C 0.6536 -2.7034 -6.1179
8 H 0.7003 -2.6947 -3.9574
9 H 1.4389 -2.0843 -6.5794
10 H -0.1323 -2.8936 -6.8609
11 H 1.0941 -3.6665 -5.8417
12 W 0.6544 0.9852 1.8486
13 Cl 1.5602 3.1838 1.2608
14 C 0.2317 -1.7655 2.4259
15 O 1.1062 -0.8348 2.5308
16 N 0.4735 -2.8870 3.0586
17 C 1.8115 -3.0561 3.5957
18 C -0.5695 -3.8880 3.1983
19 H -0.6876 -1.7314 1.8287
20 H 2.0762 -2.1879 4.2203
21 H 2.5396 -3.1309 2.7687
22 H 1.8067 -3.9764 4.1832
23 H -1.5542 -3.4034 3.2570
24 H -0.3815 -4.4390 4.1143
25 H -0.5803 -4.5681 2.3388
26 H 2.4882 3.6896 6.5329
27 H 0.8699 5.0570 6.3936
28 C 2.1971 2.9017 5.8323
29 C 0.5665 4.7596 5.3924
30 N 0.9953 3.3957 5.1633
31 H 1.9687 1.9741 6.3718
32 C 0.4733 2.7218 4.1477
33 O 1.1431 1.7300 3.6827
34 H -0.5247 4.8280 5.2926
35 H -0.5169 3.0486 3.7703
36 H 2.9948 2.7012 5.1064
37 H 1.0100 5.4488 4.6528
38 H 2.2436 0.8543 -2.7393
39 H 3.3291 -2.2341 -2.9055
40 C 3.2773 0.5722 -2.4792
41 C 3.9198 -1.7964 -2.0775
42 N 3.2754 -0.5753 -1.5704
43 H 3.8189 1.4096 -2.0147
44 C 2.7139 -0.4801 -0.3260
45 O 2.3073 0.6024 0.1780
46 H 4.0298 -2.5190 -1.2693
47 H 2.6597 -1.4396 0.2307
48 H 3.8127 0.2722 -3.3945
49 H 4.9113 -1.5450 -2.4899
50 O -0.4592 0.6843 -3.0555
51 C -1.0529 -0.6881 -3.1716
52 C 0.4353 -2.2225 -1.7556
53 C -0.8665 -1.8962 -2.1208
54 H 1.1982 -1.5364 -2.1609
55 C 0.7137 -3.3257 -0.9152
56 H -2.1296 -0.6100 -3.0738
57 C -1.9297 -2.6813 -1.5833
58 H 1.7743 -3.5661 -0.7771
59 C -0.3422 -4.0602 -0.3603
60 C -1.6753 -3.7501 -0.6920
61 H -2.9644 -2.4327 -1.8582
62 H -0.0714 -4.9182 0.2401
63 H -2.4797 -4.3564 -0.2570
64 Si -0.2614 2.5608 -2.6250
65 Cl -0.3734 -0.4324 0.2337
66 C 1.5220 3.2698 -2.6266
67 C -0.8411 3.8562 -1.1526
68 C -1.4565 2.8944 -3.9588
69 H 2.1875 2.6787 -1.9865
70 H 1.6364 4.3051 -2.2531
71 H 1.9505 3.2688 -3.6348
72 H -0.9836 2.5530 -4.8846
73 H -1.6967 3.9519 -4.0556
74 H -2.3496 2.3289 -3.6687
75 H -1.6529 3.4774 -0.5190
76 H -1.1559 4.8488 -1.5449
77 H -0.0462 4.1290 -0.4473
78 C -3.9089 2.1416 2.1034
79 Si -2.7797 0.6895 2.4173
80 C -2.9150 -0.0109 4.1606
81 C -3.3582 -0.7001 1.2679
82 O -1.2832 1.3010 2.2221
83 H -4.8868 1.9852 2.5706
84 H -4.0748 2.2903 1.0315
85 H -3.4741 3.0598 2.5118
86 H -3.6693 0.5516 4.7235
87 H -3.1977 -1.0685 4.1497
88 H -1.9522 0.0941 4.6740
89 H -3.2905 -0.4120 0.2113
90 H -2.8028 -1.6372 1.3995
91 H -4.4167 -0.9255 1.4738

Output
- total energy (eV) = -85112.647
- gap between HOMO and LUMO (alpha / beta) (eV) = 2.626 / 2.642
- net charge = +3
- E_HOMO (alpha / beta) (eV) = -15.19 / -15.20

Atom charges from the Löwdin analysis, given in e for atoms 1 to 6: -0.026, -0.232, 0.089, 0.100, 0.083, -0.098

***

Density functional theory data (ωB97M-V with the def2-TZVPD basis set) for 6 unconnected molecules or ions with the total composition C26H52ClN5O6P at a distorted geometry.

Atoms and positions in Å:
1 C -0.2567 -4.9124 4.0070
2 C 0.2040 -3.3816 3.6459
3 C 1.6580 -3.1867 2.9010
4 C 2.1861 -1.6660 2.4563
5 C 1.3043 -0.2811 2.7450
6 C 1.9371 1.1294 2.2018
7 C 3.6043 1.0994 2.0710
8 C 1.5865 2.4487 3.1089
9 C -0.1298 -0.4863 3.5108
10 O -0.9999 0.6635 3.8018
11 C -2.3874 0.4423 3.3606
12 P -3.5005 0.3535 4.9216
13 Cl -4.1983 2.3604 5.3431
14 C -0.6570 -2.0088 3.9596
15 H 0.4224 -5.6728 3.3859
16 H -0.2378 -5.1768 5.1557
17 H -1.3524 -5.0533 3.5593
18 H 2.3351 -4.1431 2.6823
19 H 3.2366 -1.6605 1.8944
20 H 1.4924 1.2957 1.1067
21 H 3.9686 0.3342 1.2582
22 H 4.0201 0.6899 3.1117
23 H 4.0248 2.1864 1.9396
24 H 2.3302 3.3181 2.8391
25 H 0.5126 2.8231 2.7480
26 H 1.4814 2.2355 4.2559
27 H -2.5300 -0.4420 2.6062
28 H -2.7278 1.4267 2.7773
29 H -2.6541 0.0055 6.0695
30 H -4.5846 -0.5912 4.8338
31 H -1.6928 -2.0623 4.5219
32 C -7.2498 2.3076 7.2385
33 C -7.4303 0.8465 6.9372
34 O -6.5007 0.1393 6.5527
35 N -8.6705 0.3051 7.1011
36 C -9.8806 0.9596 7.5391
37 H -6.2082 2.5915 7.0608
38 H -7.8877 2.9068 6.5827
39 H -7.4874 2.5059 8.2873
40 H -8.7112 -0.6827 6.8783
41 H -10.2320 0.4528 8.4406
42 H -10.6288 0.8503 6.7508
43 H -9.7276 2.0187 7.7523
44 C 4.8511 1.3989 -3.3552
45 C 4.6035 0.8537 -1.9769
46 O 3.7797 1.3558 -1.2143
47 N 5.3239 -0.2319 -1.5763
48 C 6.3285 -0.9599 -2.3149
49 H 4.2025 2.2628 -3.5285
50 H 5.8912 1.7239 -3.4481
51 H 4.6204 0.6379 -4.1059
52 H 5.1002 -0.5392 -0.6369
53 H 6.0006 -1.9985 -2.3984
54 H 7.2604 -0.9220 -1.7464
55 H 6.4926 -0.5480 -3.3120
56 C -2.0390 -8.1123 0.6093
57 C -2.5456 -7.8787 2.0047
58 O -1.8519 -8.0970 2.9963
59 N -3.8165 -7.4099 2.1568
60 C -4.7814 -7.0940 1.1302
61 H -1.0115 -8.4856 0.6512
62 H -2.6580 -8.8608 0.1066
63 H -2.0428 -7.1741 0.0476
64 H -4.0838 -7.2785 3.1254
65 H -5.0556 -6.0420 1.2360
66 H -5.6655 -7.7140 1.2945
67 H -4.3936 -7.2705 0.1256
68 C 1.2613 3.3456 -6.3660
69 C 1.8677 3.6808 -5.0325
70 O 2.9919 3.2995 -4.7120
71 N 1.1338 4.4322 -4.1637
72 C -0.1925 4.9720 -4.3486
73 H 1.9657 2.7425 -6.9466
74 H 0.3447 2.7659 -6.2255
75 H 1.0513 4.2628 -6.9231
76 H 1.6102 4.6154 -3.2882
77 H -0.1325 6.0582 -4.2498
78 H -0.8330 4.5743 -3.5583
79 H -0.6139 4.7171 -5.3223
80 C 4.9790 4.9811 -9.7578
81 C 3.8533 4.0446 -9.4199
82 O 2.7081 4.4455 -9.2201
83 N 4.1290 2.7123 -9.3365
84 C 5.3955 2.0477 -9.5338
85 H 4.6035 6.0083 -9.7876
86 H 5.7587 4.9206 -8.9934
87 H 5.3887 4.7347 -10.7413
88 H 3.3200 2.1475 -9.1051
89 H 5.2769 1.3283 -10.3472
90 H 5.6438 1.5127 -8.6145
91 H 6.1983 2.7451 -9.7781

Output
- total energy (eV) = -69336.190
- gap between HOMO and LUMO (eV) = 5.864
- net charge = +1
- E_HOMO (eV) = -10.50

Atom charges from the Löwdin analysis, given in e for atoms 1 to 6: -0.116, -0.183, -0.016, 0.018, -0.035, -0.341